(1)
This record from the OMol25 dataset describes a molecular structure, C26H41F6O3PSbTm in a non-equilibrium geometry. The level of theory is ωB97M-V with the def2-TZVPD basis set.

Computed properties:
- 2S+1: 4
- Net charge: +1
- LUMO level (alpha / beta): -3.959 / -5.496 eV
- E_tot: -3506.94607 Eh
- ⟨S²⟩: 3.7706

Positions of all 79 atoms, in Å:
Tm (1.1945, -0.5741, 1.4056)
C (1.4284, -1.5570, 4.3910)
C (0.3837, -1.9214, 3.4734)
C (-0.4965, -0.7875, 3.3616)
C (0.0089, 0.2124, 4.2020)
C (1.2051, -0.2718, 4.8188)
H (2.2080, -2.2180, 4.7269)
H (0.0924, -2.9473, 3.2894)
H (-1.5233, -0.8198, 3.0214)
H (-0.4683, 1.1557, 4.4170)
H (1.7822, 0.2736, 5.5419)
F (1.9960, 1.3432, 2.4656)
Sb (3.8943, 1.1424, 1.7336)
F (3.3897, -0.7159, 2.3544)
F (2.8026, 0.7222, 0.0819)
F (5.3760, 0.4707, 0.7542)
F (3.8281, 2.9755, 1.2368)
F (4.7864, 1.4085, 3.3634)
C (4.1937, -3.4079, -0.2743)
O (3.2790, -3.5490, 0.8338)
C (2.3113, -2.6975, 0.9627)
O (2.1460, -1.7747, 0.1240)
H (5.0433, -4.0504, -0.0608)
H (4.5133, -2.3667, -0.3682)
H (3.7071, -3.7175, -1.1991)
C (-1.7347, -3.4096, -2.5464)
C (-0.8178, -2.2841, -2.0702)
C (0.6334, -2.6917, -2.3163)
P (-1.0648, -1.6346, -0.3078)
C (-2.3859, -0.3212, -0.6420)
C (-3.5758, -0.6600, -1.5360)
C (-2.8430, 0.2817, 0.6836)
C (-1.8811, -2.9931, 0.7264)
C (-3.3021, -3.4723, 0.4367)
C (-0.9094, -4.1727, 0.8359)
H (-1.5573, -3.5704, -3.6093)
H (-2.7865, -3.1771, -2.4151)
H (-1.5139, -4.3428, -2.0365)
H (-1.0154, -1.3966, -2.6863)
H (0.8971, -3.5634, -1.7221)
H (1.3207, -1.8802, -2.0863)
H (0.7577, -2.9492, -3.3658)
H (-1.8146, 0.4531, -1.1774)
H (-4.2618, -1.3545, -1.0659)
H (-3.2640, -1.0664, -2.4928)
H (-4.1272, 0.2580, -1.7334)
H (-3.3798, -0.4506, 1.2827)
H (-3.5093, 1.1231, 0.5059)
H (-1.9800, 0.6488, 1.2417)
H (-1.9189, -2.5251, 1.7183)
H (-3.4037, -3.9503, -0.5299)
H (-4.0166, -2.6579, 0.5094)
H (-3.5695, -4.2045, 1.1976)
H (-0.9665, -4.8157, -0.0366)
H (-1.1601, -4.7767, 1.7059)
H (0.1232, -3.8270, 0.9429)
C (-0.1263, 7.0923, -2.3100)
C (-0.0277, 5.6730, -1.8671)
C (-0.0982, 5.3268, -0.5217)
C (-0.0325, 4.0126, -0.0955)
C (-0.0930, 3.7135, 1.3608)
C (0.1286, 2.9852, -1.0655)
C (0.2864, 1.6188, -0.6942)
O (0.2105, 1.1455, 0.4571)
C (0.1984, 3.3288, -2.4452)
C (0.3656, 2.2779, -3.4982)
C (0.1186, 4.6531, -2.8116)
H (-0.2612, 7.7636, -1.4666)
H (-0.9667, 7.2171, -2.9929)
H (0.7751, 7.3775, -2.8515)
H (-0.2016, 6.1098, 0.2144)
H (-0.2432, 4.6237, 1.9323)
H (0.8430, 3.2587, 1.6779)
H (-0.8865, 3.0064, 1.5909)
H (0.5279, 0.9123, -1.5125)
H (1.3616, 1.8429, -3.4309)
H (0.2566, 2.7172, -4.4846)
H (-0.3695, 1.4822, -3.3957)
H (0.1800, 4.9165, -3.8574)

Löwdin population analysis, charges in e, atoms 1 to 2: Tm 1.302; C -0.080

---

(2)
This record from the OMol25 dataset describes 7 unconnected molecules or ions with the total composition C26H41INO22PS in a non-equilibrium geometry. The level of theory is ωB97M-V with the def2-TZVPD basis set.

Computed properties:
- LUMO level: -0.035 eV
- E_tot: -3762.67596 Eh

Positions of all 93 atoms, in Å:
N (-3.5976, -1.9793, -4.7510)
C (-2.5718, -3.0409, -4.6918)
C (-2.1240, -3.3488, -3.2293)
C (-3.3152, -3.6966, -2.2951)
C (-3.0920, -3.4017, -0.7897)
C (-2.6532, -1.9574, -0.3993)
C (-3.3471, -0.8208, -1.2016)
C (-3.2794, 0.6103, -0.5578)
P (-2.9228, 1.9934, -1.8000)
O (-2.8104, 1.1687, -3.2359)
I (-5.2387, 2.7811, -2.0616)
C (-2.2678, 0.8210, 0.5909)
O (-0.9182, 0.5094, 0.2019)
S (-0.4723, -1.0041, 0.6332)
O (0.9685, -1.0690, 0.3382)
O (-1.1915, -1.8356, -0.5753)
H (-4.4702, -2.3184, -5.1331)
H (-3.2898, -1.1877, -5.3009)
H (-1.6903, -2.7269, -5.2855)
H (-2.9587, -3.9776, -5.1543)
H (-1.5404, -2.4864, -2.8480)
H (-1.4274, -4.2160, -3.2695)
H (-3.5005, -4.7944, -2.3824)
H (-4.2501, -3.2007, -2.6375)
H (-2.3691, -4.1215, -0.3521)
H (-4.0607, -3.5630, -0.2559)
H (-2.8576, -1.8506, 0.6962)
H (-4.4203, -1.0974, -1.3414)
H (-2.9173, -0.8080, -2.2172)
H (-4.2775, 0.8450, -0.1178)
H (-1.8907, 1.1595, -3.5150)
H (-2.2903, 1.8789, 0.9087)
H (-2.5512, 0.2104, 1.4806)
C (0.4548, 4.4442, 2.4551)
C (-0.2903, 5.4506, 3.3116)
O (-1.6099, 5.4244, 2.7463)
C (-1.7722, 4.2465, 2.1120)
O (-2.8128, 3.8353, 1.6806)
O (-0.6064, 3.5697, 2.0417)
H (1.2118, 3.8760, 2.9984)
H (0.8887, 4.8976, 1.5648)
H (-0.3589, 5.1406, 4.3558)
H (0.1128, 6.4583, 3.2543)
C (5.3330, -0.0717, 2.0027)
C (3.8732, -0.2829, 1.6472)
O (3.2071, 0.4738, 2.6682)
C (4.0616, 1.4223, 3.1257)
O (3.7434, 2.3232, 3.8412)
O (5.3019, 1.2223, 2.6295)
H (5.9977, -0.0546, 1.1428)
H (5.6679, -0.7994, 2.7429)
H (3.5849, 0.1137, 0.6728)
H (3.5710, -1.3260, 1.7112)
C (-2.6302, 5.7763, -3.0834)
C (-1.4156, 6.0125, -3.9585)
O (-0.6007, 6.8442, -3.1301)
C (-0.9570, 6.6411, -1.8405)
O (-0.3573, 7.0671, -0.9020)
O (-2.0795, 5.8928, -1.7682)
H (-3.0866, 4.8007, -3.2284)
H (-3.3907, 6.5489, -3.2117)
H (-0.8723, 5.0893, -4.1711)
H (-1.6381, 6.5254, -4.8910)
C (1.7394, -2.4164, -5.9989)
C (2.4861, -2.0684, -7.2717)
O (1.4353, -2.0390, -8.2412)
C (0.2664, -1.8008, -7.6038)
O (-0.7685, -1.5539, -8.1362)
O (0.4387, -1.8826, -6.2609)
H (2.1543, -1.9566, -5.1054)
H (1.6509, -3.4937, -5.8476)
H (2.9477, -1.0803, -7.2265)
H (3.2316, -2.8055, -7.5588)
C (4.8430, -2.9519, 7.1315)
C (4.5679, -1.4686, 6.9760)
O (5.5140, -1.0967, 5.9670)
C (5.8294, -2.1919, 5.2509)
O (6.4371, -2.1599, 4.2226)
O (5.3422, -3.3065, 5.8334)
H (3.9578, -3.5395, 7.3595)
H (5.6219, -3.1573, 7.8677)
H (3.5662, -1.2637, 6.6054)
H (4.7445, -0.8897, 7.8779)
C (0.3081, -1.4024, 4.0504)
C (-0.5398, -2.6592, 4.0340)
O (0.0088, -3.4143, 5.1158)
C (0.6158, -2.5593, 5.9677)
O (1.0484, -2.8652, 7.0366)
O (0.6853, -1.3212, 5.4311)
H (-0.2298, -0.5073, 3.7498)
H (1.2111, -1.4994, 3.4451)
H (-1.5916, -2.4571, 4.2466)
H (-0.4579, -3.2285, 3.1115)

Löwdin population analysis, charges in e, atoms 1 to 2: N 0.004; C -0.262

---

(3)
This record from the OMol25 dataset describes a gas-phase ion, C26H41N2O2 (charge +1). The level of theory is ωB97M-V with the def2-TZVPD basis set.

Computed properties:
- Net charge: +1
- LUMO level: -2.002 eV
- E_tot: -1275.09916 Eh
- Energy relative to the best compared isomer or geometry (same formula, charge and spin): 14.3 kJ/mol

Positions of all 71 atoms, in Å:
C (-7.1820, -0.9750, 0.6339)
H (-7.0685, -2.0404, 0.8165)
H (-7.5970, -0.8250, -0.3585)
H (-7.9036, -0.5960, 1.3527)
C (-5.8732, -0.2205, 0.8182)
N (-4.7550, -0.7619, -0.0229)
C (-4.1388, -1.9744, 0.5557)
H (-3.6448, -2.5310, -0.2384)
H (-4.8782, -2.6180, 1.0280)
C (-3.0719, -1.4878, 1.5634)
N (-2.4414, -0.3308, 0.9489)
H (-1.5902, -0.5874, 0.4622)
C (-2.1743, 0.8197, 1.7970)
H (-3.0743, 1.0400, 2.3763)
H (-1.3369, 0.6643, 2.4854)
C (-1.8575, 2.0406, 0.9252)
O (-2.9711, 2.2660, 0.0774)
H (-2.8493, 3.1037, -0.3828)
C (-0.5812, 1.8392, 0.0850)
O (0.3839, 1.2274, 0.8974)
C (1.6883, 1.1758, 0.4457)
C (2.6325, 0.7468, 1.3746)
C (3.9593, 0.6527, 1.0182)
C (4.3893, 0.9775, -0.2679)
C (3.4370, 1.3988, -1.1812)
C (2.0958, 1.4961, -0.8379)
H (1.3899, 1.8225, -1.5868)
H (3.7208, 1.6601, -2.1878)
C (5.8740, 0.9035, -0.5788)
C (6.4179, -0.4171, -0.0549)
C (5.7245, -1.5859, -0.3579)
C (6.1894, -2.8189, 0.0579)
C (7.3636, -2.9084, 0.7865)
C (8.0631, -1.7552, 1.0899)
C (7.5956, -0.5199, 0.6715)
H (8.1649, 0.3611, 0.9214)
H (8.9814, -1.8130, 1.6555)
H (7.7302, -3.8700, 1.1128)
H (5.6355, -3.7133, -0.1885)
H (4.8045, -1.5251, -0.9229)
C (6.5232, 2.1285, 0.0822)
H (6.4429, 2.0770, 1.1651)
H (6.0156, 3.0309, -0.2539)
H (7.5710, 2.2080, -0.1956)
C (6.1772, 0.9472, -2.0833)
H (7.2404, 0.7758, -2.2380)
H (5.6301, 0.1726, -2.6152)
H (5.9276, 1.9180, -2.5052)
H (4.6788, 0.3156, 1.7491)
H (2.3044, 0.4974, 2.3714)
H (-0.8197, 1.2129, -0.7899)
H (-0.2292, 2.8144, -0.2793)
H (-1.7093, 2.8937, 1.5996)
H (-3.9141, -0.1009, 0.1140)
H (-2.3786, -2.3016, 1.7895)
H (-3.5443, -1.1879, 2.5012)
C (-5.0154, -0.7971, -1.4995)
H (-5.7864, -0.0478, -1.6871)
C (-3.7450, -0.3691, -2.2231)
H (-3.4193, 0.6097, -1.8780)
H (-2.9425, -1.0862, -2.0682)
H (-3.9350, -0.3081, -3.2908)
C (-5.5105, -2.1463, -2.0088)
H (-5.9155, -2.0116, -3.0083)
H (-4.7064, -2.8733, -2.0821)
H (-6.2968, -2.5580, -1.3856)
C (-6.0495, 1.2706, 0.5594)
H (-6.6635, 1.6996, 1.3460)
H (-6.5510, 1.4634, -0.3849)
H (-5.0899, 1.7816, 0.5568)
H (-5.5419, -0.3499, 1.8527)

Löwdin population analysis, charges in e, atoms 1 to 2: C -0.032; H 0.080

---

Which formula does entry 1 have? C26H41F6O3PSbTm